Density functional theory data (ωB97M-V/def2-TZVPD) for a cluster of 10 separate species, C48H124N8O18 in total at a distorted geometry.

* max |F|: 2.97 eV/Å
* E_HOMO: -0.3139 Ha
* E_tot: -3695.021106 hartree
* energy above the lowest of the compared OMol25 structures with the same formula, charge and spin: 117.8 kcal/mol

CARTESIAN COORDINATES (ANGSTROEM)
C: -3.2621 -5.1126 11.8011
O: -3.0292 -5.0068 10.4021
C: -2.4539 -6.2485 9.9648
C: -2.1501 -6.1572 8.4671
N: -3.3667 -6.2409 7.7129
C: -3.2261 -5.8309 6.2511
C: -4.6701 -5.7435 5.5986
O: -5.5760 -4.8159 6.3171
C: -6.9613 -4.8905 6.0386
H: -3.8073 -6.0314 12.0175
H: -3.8603 -4.2518 12.1000
H: -2.3094 -5.2261 12.3183
H: -3.1451 -7.0892 10.0238
H: -1.5721 -6.5233 10.5437
H: -1.4382 -6.9425 8.2132
H: -1.6009 -5.2318 8.2934
H: -3.9492 -5.5342 8.1388
H: -2.5712 -6.4477 5.6357
H: -2.7676 -4.8436 6.1949
H: -5.1665 -6.7068 5.4814
H: -4.6137 -5.2562 4.6252
H: -7.4077 -4.3823 6.8933
H: -7.2882 -5.9302 6.0183
H: -7.1216 -4.3237 5.1215
C: -6.2214 5.7172 1.0213
O: -6.9009 6.0338 -0.2029
C: -6.9671 7.4371 -0.4518
C: -7.7405 8.3514 0.5338
N: -8.4291 9.3879 -0.2147
C: -8.8754 10.4339 0.6857
C: -9.6526 11.4678 -0.1081
O: -8.7946 12.1261 -1.1016
C: -8.7362 13.5066 -0.7853
H: -6.5548 6.2981 1.8812
H: -5.1714 5.9711 0.8762
H: -6.4018 4.6450 1.0986
H: -7.4841 7.4888 -1.4099
H: -5.9546 7.8402 -0.4771
H: -7.0442 8.7277 1.2832
H: -8.4128 7.5862 0.9219
H: -7.8403 9.7833 -0.9338
H: -8.0285 10.9477 1.1405
H: -9.4447 9.9058 1.4506
H: -10.1269 12.1679 0.5797
H: -10.5081 10.9826 -0.5781
H: -9.6514 14.0762 -0.6239
H: -8.2589 14.1218 -1.5481
H: -8.1109 13.5830 0.1042
C: 10.5565 3.4197 -0.2326
O: 9.5030 4.3640 -0.2961
C: 8.2232 3.7401 -0.4341
C: 7.1559 4.7761 -0.0891
N: 6.3010 4.3474 1.0641
C: 5.2728 5.2340 1.5074
C: 4.2138 5.4830 0.4164
O: 4.5607 6.7115 -0.1981
C: 3.6728 6.9006 -1.3398
H: 10.3377 2.5227 0.3467
H: 11.3765 3.9332 0.2694
H: 10.8242 2.9991 -1.2019
H: 8.0820 2.8526 0.1827
H: 8.1383 3.3598 -1.4521
H: 6.5303 5.0259 -0.9461
H: 7.7156 5.6807 0.1486
H: 6.9172 4.2399 1.8571
H: 5.7488 6.1435 1.8739
H: 4.7691 4.8132 2.3776
H: 3.2568 5.5189 0.9369
H: 4.2907 4.6309 -0.2591
H: 3.8782 7.9051 -1.7098
H: 2.6739 7.0406 -0.9268
H: 3.7755 6.1598 -2.1328
C: -12.7212 -1.1525 1.5550
O: -12.2442 -0.8196 0.2638
C: -12.2695 0.6049 -0.0929
C: -11.5376 0.9274 -1.3672
N: -12.1907 0.3448 -2.5752
C: -11.2714 0.3415 -3.7742
C: -10.0491 -0.5959 -3.5440
O: -10.4742 -1.9278 -3.2117
C: -9.9924 -2.4672 -2.0193
H: -12.1306 -0.8805 2.4299
H: -12.8219 -2.2329 1.6591
H: -13.7075 -0.7147 1.7089
H: -11.8258 1.2017 0.7039
H: -13.3265 0.8710 -0.0971
H: -10.4851 0.6592 -1.2745
H: -11.5491 1.9915 -1.6030
H: -12.4045 -0.6307 -2.4243
H: -11.0124 1.3904 -3.9188
H: -11.8665 -0.0324 -4.6073
H: -9.3719 -0.1401 -2.8217
H: -9.5186 -0.5680 -4.4957
H: -8.9735 -2.1521 -1.7941
H: -10.0114 -3.5566 -2.0501
H: -10.5051 -2.0675 -1.1444
C: 7.1188 4.5732 -13.9672
O: 7.4484 4.1051 -12.6497
C: 8.3853 4.9522 -11.9780
C: 7.9124 6.3226 -11.6497
N: 6.8668 6.1522 -10.7154
C: 6.2712 7.4105 -10.2843
C: 4.9091 7.1738 -9.5108
O: 3.9019 6.8911 -10.4912
C: 2.6725 7.4712 -10.1974
H: 6.4687 5.4475 -13.9331
H: 6.4899 3.8085 -14.4230
H: 8.0109 4.7160 -14.5770
H: 9.2572 4.9618 -12.6321
H: 8.6852 4.3723 -11.1051
H: 7.5010 6.8157 -12.5304
H: 8.6778 6.9494 -11.1922
H: 6.2141 5.5164 -11.1512
H: 6.0957 8.0049 -11.1809
H: 7.0182 7.9177 -9.6736
H: 4.7505 8.1086 -8.9730
H: 4.9722 6.3634 -8.7846
H: 2.8237 8.5480 -10.2725
H: 2.1905 7.1903 -9.2610
H: 1.9283 7.0977 -10.9009
C: 8.1867 3.8425 6.6435
O: 7.6122 2.6545 6.1343
C: 8.3727 1.4908 6.6036
C: 7.7125 0.2542 5.8614
N: 6.2291 0.2190 5.9664
C: 5.7533 0.1302 7.3107
C: 4.2244 0.0233 7.3938
O: 3.5853 1.1313 6.7421
C: 2.2049 1.0804 6.8338
H: 7.5619 4.6451 6.2517
H: 9.2046 4.0970 6.3480
H: 8.1884 3.9141 7.7311
H: 8.2227 1.3704 7.6765
H: 9.4533 1.5035 6.4610
H: 8.0046 -0.6993 6.3014
H: 8.0363 0.3344 4.8237
H: 5.9495 1.1477 5.6844
H: 6.0338 1.0311 7.8564
H: 6.1822 -0.7766 7.7370
H: 3.8279 -0.0887 8.4030
H: 3.8986 -0.8434 6.8185
H: 1.7012 0.7961 7.7577
H: 1.6808 0.5109 6.0662
H: 1.8431 2.0873 6.6257
C: 3.9961 0.1997 -5.9898
O: 2.8469 -0.5296 -5.5604
C: 3.0015 -1.1075 -4.2819
C: 3.0583 -0.0694 -3.1001
N: 3.4376 -0.6768 -1.8403
C: 2.4011 -1.4913 -1.2425
C: 1.2551 -0.6709 -0.6795
O: 0.3965 -0.1354 -1.6427
C: -0.4796 -0.9848 -2.3711
H: 3.7146 0.5713 -6.9751
H: 4.8916 -0.4046 -6.1353
H: 4.2088 1.1144 -5.4366
H: 3.8563 -1.7708 -4.4140
H: 2.0969 -1.6856 -4.0934
H: 2.1097 0.4591 -3.1941
H: 3.7844 0.7183 -3.3012
H: 3.7962 -0.0059 -1.1758
H: 2.7076 -2.0183 -0.3389
H: 2.1356 -2.3279 -1.8889
H: 1.6317 0.1068 -0.0152
H: 0.5482 -1.1709 -0.0175
H: -0.0191 -1.6628 -3.0897
H: -1.2023 -0.3539 -2.8884
H: -1.0582 -1.5127 -1.6130
C: 1.1352 -10.7518 -1.9472
O: 0.9479 -11.7497 -0.9863
C: 1.1839 -11.4723 0.3802
C: 0.5353 -12.5854 1.3349
N: 0.9615 -13.9065 0.8121
C: 0.2062 -14.9275 1.5214
C: 0.8537 -16.3119 1.3373
O: 0.6539 -16.8795 0.0714
C: 1.1953 -18.2063 0.0190
H: 0.1832 -10.2244 -1.8877
H: 1.2827 -11.1497 -2.9513
H: 1.9391 -10.0456 -1.7397
H: 0.8507 -10.4582 0.6003
H: 2.2484 -11.4190 0.6084
H: -0.5542 -12.5851 1.3678
H: 0.9307 -12.4261 2.3381
H: 0.8560 -14.0015 -0.1879
H: -0.8091 -15.0069 1.1327
H: 0.1655 -14.7231 2.5913
H: 0.4350 -16.9348 2.1278
H: 1.9258 -16.2614 1.5276
H: 2.2665 -18.2669 -0.1737
H: 0.7383 -18.7363 -0.8166
H: 1.0295 -18.7760 0.9334
O: 5.3285 -4.8987 4.1506
H: 4.9346 -5.2729 4.9387
H: 5.5154 -3.9894 4.3843
O: 6.4526 -4.7086 -1.1631
H: 6.1899 -4.8415 -0.2523
H: 6.1745 -3.8152 -1.3651